# 1
Here is C42H31CaN7O8STe as an isolated structure from the OMol25 dataset. Energies are from ωB97M-V/def2-TZVPD.

ΔE to the lowest compared entry with this formula, charge and spin	188.7	kJ/mol
multiplicity	2
charge	-1
highest occupied orbital energy (spin up / spin down)	-1.95 / -5.44	eV

XYZ file:
```
91
Properties=species:S:1:pos:R:3:forces:R:3:lowdin_spin:R:1
Ca 0.25384 1.80238 -0.03183 -1.3 0.7 0.3 -0.0001
S -0.50042 9.01697 2.87338 0.0 0.3 0.1 0.2201
N -0.33685 7.56751 3.65390 0.0 -0.1 -0.1 0.1859
C -0.23670 6.64888 2.69585 0.0 -0.1 -0.1 -0.0093
C -0.07515 5.23713 2.90207 0.0 0.0 -0.1 0.0675
C 0.05789 4.68599 4.18336 0.0 0.0 0.0 -0.0090
C 0.21073 3.33173 4.33834 0.0 0.0 0.1 0.0440
C 0.20903 2.52635 3.18751 -0.1 0.1 -0.1 -0.0014
N 0.08847 3.00035 1.96700 0.0 0.5 0.7 0.0274
C -0.02757 4.35301 1.78219 0.0 0.0 0.0 0.0861
C -0.06083 4.88007 0.45272 0.0 0.1 0.1 0.0802
N 0.06337 4.02593 -0.60376 -0.1 1.2 -0.1 0.0261
C 0.07379 4.50678 -1.82295 0.0 0.0 0.1 0.0001
C -0.03651 5.87627 -2.12071 0.0 0.1 -0.1 0.0433
C -0.16257 6.75832 -1.07765 0.0 0.0 0.0 -0.0085
C -0.18257 6.28661 0.24227 0.0 -0.1 0.1 0.0671
C -0.29832 7.17286 1.36724 0.0 -0.1 0.0 -0.0095
N -0.44728 8.49328 1.30366 0.0 -0.1 0.0 0.1839
H 0.04221 5.36098 5.03169 0.0 0.0 0.0 -0.0015
H 0.33302 2.88245 5.31503 0.0 0.0 0.0 0.0039
H 0.30587 1.44731 3.27574 0.0 0.0 0.0 -0.0011
H 0.18436 3.78166 -2.62644 0.0 0.0 0.0 -0.0011
H -0.00588 6.21468 -3.14891 0.0 0.0 0.0 0.0039
H -0.23689 7.82744 -1.24093 0.0 0.0 0.0 -0.0014
O 2.90404 3.26258 0.85616 0.1 0.0 -0.1 0.0009
C 2.71729 2.15291 0.37576 0.9 0.1 -0.1 0.0002
O 2.14783 1.87914 -0.74259 2.4 0.0 -0.6 0.0006
C 3.16011 0.95583 1.20933 -0.3 -0.1 0.0 0.0001
C 4.44798 0.92580 1.65866 0.3 0.1 0.0 0.0001
C 4.88288 -0.11811 2.47750 0.2 0.2 -0.1 0.0000
C 4.01883 -1.08632 2.88138 -0.3 -0.3 0.1 0.0000
C 2.69446 -1.07383 2.44879 0.2 0.4 -0.2 0.0000
C 2.19629 -0.04676 1.56779 -0.1 -0.3 0.1 0.0000
O 0.97740 0.06582 1.13360 0.8 -0.9 1.0 0.0002
N 1.89183 -2.15844 2.98970 0.6 0.1 -0.2 0.0000
O 2.34517 -2.83192 3.89246 0.2 -0.1 0.4 0.0000
O 0.81719 -2.40260 2.48899 -1.1 0.1 -0.5 0.0000
N 6.27801 -0.18256 2.91856 -0.1 -0.1 -0.1 0.0000
O 7.04779 0.65368 2.49020 0.0 0.1 0.0 0.0000
O 6.60198 -1.08318 3.67339 0.0 0.0 0.0 0.0000
H 5.13208 1.71741 1.38566 0.0 0.0 0.0 0.0000
H 4.35026 -1.87206 3.53768 0.0 0.0 0.0 0.0000
C -2.67295 -6.50606 -3.78343 0.0 0.0 0.0 0.0000
C -2.21630 -5.32418 -2.96718 0.0 -0.1 0.0 0.0000
C -1.84326 -4.13229 -3.56776 0.0 0.0 0.0 0.0000
C -1.41347 -3.03239 -2.83116 0.1 0.1 0.1 0.0000
C -1.06231 -1.78405 -3.61065 0.0 -0.2 0.1 0.0000
C -1.34519 -3.13037 -1.43046 -0.1 0.0 0.1 0.0000
Te -0.51197 -1.58576 -0.11439 -0.2 -0.7 -0.6 0.0001
N -1.04238 0.12294 -0.89997 -0.8 -0.6 -0.1 0.0000
C -2.09592 0.85872 -0.42842 -0.7 -0.5 -0.3 0.0002
O -1.95185 2.08093 -0.26654 -0.9 -0.4 -0.3 0.0006
C -3.48454 0.29298 -0.19860 0.0 0.1 0.0 0.0001
C -4.42188 1.13130 0.40739 0.1 0.0 0.1 0.0000
C -5.73420 0.71902 0.57157 0.0 0.0 0.0 0.0000
C -6.13359 -0.53486 0.12069 0.0 0.0 0.0 0.0000
C -5.21211 -1.37312 -0.48722 0.0 0.0 0.0 0.0000
C -3.89502 -0.95805 -0.64869 0.0 0.1 0.0 0.0000
C 1.30089 -1.79008 -1.19501 0.2 -0.1 0.1 0.0000
C 1.68438 -0.78374 -2.06734 0.0 -0.1 0.0 0.0000
C 2.87432 -0.88459 -2.76960 0.0 0.0 0.0 0.0000
C 3.68061 -1.99646 -2.59421 0.0 0.0 0.0 0.0000
C 3.28950 -3.00486 -1.72605 0.0 0.0 0.0 0.0000
C 2.09800 -2.92815 -1.01037 -0.1 0.0 0.2 0.0000
C 1.72288 -4.08023 -0.10337 -0.1 0.2 -0.2 0.0000
C -1.74979 -4.32530 -0.80041 0.0 0.1 0.1 0.0000
C -1.76918 -4.55150 0.70343 0.1 0.0 -0.2 0.0000
C -2.16944 -5.39656 -1.58300 0.0 0.0 0.0 0.0000
H -2.84827 -6.22591 -4.82205 0.0 0.0 0.0 0.0000
H -3.59608 -6.92480 -3.37816 0.0 0.0 0.0 0.0000
H -1.92175 -7.30020 -3.77203 0.0 0.0 0.0 0.0000
H -1.88960 -4.04154 -4.64979 0.0 0.0 0.0 0.0000
H -1.82294 -1.59743 -4.37142 0.0 0.0 0.0 0.0000
H -0.10560 -1.91115 -4.12317 0.0 0.0 0.0 0.0000
H -0.99923 -0.90317 -2.98353 0.0 0.1 0.1 0.0000
H -4.09273 2.10709 0.74088 0.0 0.0 0.0 0.0000
H -6.44902 1.37785 1.04951 0.0 0.0 0.0 0.0000
H -7.16531 -0.84983 0.23029 0.1 0.0 0.0 0.0000
H -5.51413 -2.34846 -0.85231 0.0 0.1 0.0 0.0000
H -3.20859 -1.60868 -1.16626 0.1 0.0 -0.1 0.0000
H 1.06342 0.08213 -2.21043 -0.1 0.1 0.0 0.0000
H 3.17091 -0.08423 -3.43540 0.0 0.0 0.0 0.0000
H 4.62369 -2.07546 -3.12274 0.0 0.0 0.0 0.0000
H 3.92600 -3.87162 -1.58511 0.0 0.0 0.0 0.0000
H 2.60596 -4.48844 0.38954 0.0 0.0 0.0 0.0000
H 1.25638 -4.88189 -0.68291 0.0 0.0 0.0 0.0000
H 1.02501 -3.78866 0.68161 0.0 0.0 0.0 0.0000
H -1.67475 -3.64529 1.29158 0.0 0.1 0.1 0.0000
H -0.95681 -5.21834 1.00498 0.0 0.0 0.0 0.0000
H -2.70441 -5.03215 0.99306 0.0 0.0 0.0 0.0000
H -2.47384 -6.31543 -1.08718 0.0 0.1 0.0 0.0000
```
Forces are in eV/Å.


# 2
Here is C7H8O2 in the gas phase from the OMol25 dataset. Energies are from ωB97M-V/def2-TZVPD.

ΔE to the lowest compared entry with this formula, charge and spin	449.7	kJ/mol
charge	0
highest occupied orbital energy	-8.77	eV

XYZ file:
```
17
Properties=species:S:1:pos:R:3:forces:R:3:lowdin_charge:R:1
C 1.26146 1.77688 0.31306 0.3 -0.9 -0.9 -0.0970
C 1.72329 0.64115 -0.28420 -0.1 0.5 0.0 -0.0401
C 1.07863 -0.71256 -0.07037 0.2 -0.2 -0.1 -0.1101
C -0.45248 -1.31277 -0.22120 0.5 0.4 0.0 -0.1047
C -1.82241 -0.72073 -0.60118 -1.2 0.0 -0.3 -0.1210
O -2.02233 0.48784 0.20040 1.0 0.1 0.7 -0.0410
C -0.61527 0.75105 0.33412 -1.1 0.6 -2.2 -0.4222
O -0.02398 1.90153 0.79969 0.2 0.9 0.6 0.0484
C -0.00546 -0.45579 0.89788 0.0 -2.4 0.3 -0.1850
H 1.81303 2.69299 0.28208 0.1 0.4 0.2 0.1177
H 2.67443 0.70980 -0.79408 0.1 0.0 0.1 0.0990
H 1.79103 -1.56707 0.01917 -0.7 0.8 0.2 0.1427
H -0.42018 -2.37578 -0.15333 0.1 -0.6 0.1 0.1189
H -2.59732 -1.44553 -0.24286 0.6 0.5 -0.6 0.1390
H -2.00900 -0.41275 -1.65335 0.3 -0.5 0.5 0.1334
H -0.31887 0.75569 -0.76208 -0.2 0.2 1.0 0.1581
H -0.05457 -0.71395 1.93624 0.1 0.1 0.4 0.1639
```
Forces are in eV/Å.


# 3
Here is a 2-piece molecular cluster, C4H12N2 overall from the OMol25 dataset. Energies are from ωB97M-V/def2-TZVPD.

ΔE to the lowest compared entry with this formula, charge and spin	380.5	kJ/mol
charge	0
highest occupied orbital energy	-7.71	eV

XYZ file:
```
18
Properties=species:S:1:pos:R:3:forces:R:3:lowdin_charge:R:1
C -2.26324 0.64353 0.70099 0.2 -2.6 -2.2 -0.0066
N -1.57707 -0.34891 0.21533 1.4 3.7 0.7 -0.1067
C -1.71462 -0.60709 -1.17143 -1.2 -2.5 -2.0 -0.1859
H -1.77322 1.54034 1.01730 0.2 0.0 2.0 0.0739
H -3.32498 0.61876 0.47537 -0.4 1.0 -0.5 0.0680
H -2.50848 -0.05051 -1.68881 -0.4 -0.1 0.4 0.0680
H -0.83730 -0.34329 -1.82678 -0.1 0.0 1.4 0.0892
H -1.86907 -1.69193 -1.37714 0.1 0.6 0.1 0.0793
C 1.77469 -1.07762 0.69093 -2.0 2.0 1.4 -0.1366
N 1.31849 0.30811 0.44114 1.2 -0.3 1.2 -0.1908
C 2.09714 1.10267 -0.50789 0.5 -1.7 0.0 -0.1496
H 2.80348 -1.12037 0.83760 2.0 0.0 -0.4 0.0437
H 1.38953 -1.74442 -0.01782 -0.1 -1.3 -1.4 0.0464
H 1.39660 -1.40694 1.66398 -0.3 0.1 -0.1 0.0741
H 0.30869 0.30741 0.38853 0.1 0.2 -0.4 0.0217
H 1.59910 1.06834 -1.46838 0.2 -0.1 -0.9 0.0401
H 2.11880 2.17999 -0.27981 0.5 -0.4 0.4 0.0600
H 3.14308 0.55929 -0.59491 -1.9 1.7 0.1 0.1117
```
Forces are in eV/Å.


# 4
Here is an isolated ion of composition C5H11O2 and charge -1 from the OMol25 dataset. Energies are from ωB97M-V/def2-TZVPD.

ΔE to the lowest compared entry with this formula, charge and spin	368.3	kJ/mol
charge	-1
highest occupied orbital energy	-2.41	eV

XYZ file:
```
18
Properties=species:S:1:pos:R:3:forces:R:3:lowdin_charge:R:1
O 0.54753 -1.45392 3.32883 -0.2 1.4 -1.0 -0.3673
C 0.55696 -0.79538 2.15181 2.6 -0.6 -0.3 -0.5916
C -0.74858 -0.91156 1.37977 -0.3 1.8 -1.6 -0.2351
C -0.94234 0.08428 0.14988 0.0 0.4 -1.5 -0.2278
C 0.29455 0.13884 -0.78170 3.7 -1.7 0.9 -0.2320
C 0.47295 0.68296 -2.27130 -1.4 0.3 1.8 -0.2189
O -0.28851 1.94113 -2.45160 1.2 -1.3 -0.1 -0.1144
H 0.86959 0.46211 2.06476 -0.7 -2.2 0.7 0.1064
H 1.45681 -1.27093 1.45741 -1.5 1.1 0.7 0.0923
H -1.03859 -1.90408 1.06843 0.7 -0.7 -0.5 0.0904
H -1.53705 -0.73405 2.06127 -0.9 0.8 1.1 0.0715
H -1.17821 1.16351 0.28931 0.1 -0.6 1.1 0.0940
H -1.78704 -0.19977 -0.46933 -0.5 -0.6 0.0 0.0795
H 0.77206 -0.92954 -0.77222 -0.9 1.5 -0.4 0.1213
H 1.07392 0.62018 -0.09952 -0.7 -0.1 -1.1 0.0913
H 0.02520 -0.04624 -2.91547 -0.4 -0.2 -0.7 0.0807
H 1.54633 0.77785 -2.56893 -0.7 0.2 0.5 0.1068
H -0.09558 2.37459 -1.62139 -0.2 0.5 0.2 0.0530
```
Forces are in eV/Å.